# C3H6O4Rb

C3H6O4Rb as an isolated structure in a non-equilibrium geometry (wB97M-V/def2-TZVPD, the OMol25 dataset).

Computed properties:
Multiplicity: 2
E_tot in Eh: -442.88239
Gap between HOMO and LUMO (alpha / beta) in hartree: 0.26177 / 0.26110
Highest occupied orbital energy (alpha / beta) in eV: -8.2590 / -8.2365
ΔE to the lowest compared entry with this formula, charge and spin in kJ/mol: 0.0

Each line ends with the Mulliken charge.
Cartesian coordinates (Å):
O (0.531, 0.926, -2.965)  -0.711
C (-0.442, 0.579, -3.682)  0.719
O (-1.652, 0.764, -3.354)  -0.476
O (-0.331, -0.122, -4.735)  -0.503
Rb (2.654, -0.759, -1.210)  0.972
O (0.479, -0.258, 1.176)  -0.295
C (0.440, -1.097, 2.311)  -0.676
H (0.419, -2.139, 1.972)  0.235
H (-0.480, -0.904, 2.882)  0.318
H (1.340, -0.940, 2.922)  0.243
C (-0.553, 0.777, 1.134)  -0.744
H (-0.525, 1.259, 2.118)  0.354
H (-1.547, 0.324, 1.005)  0.304
H (-0.331, 1.590, 0.426)  0.259

***

# C3H6O4S2

C3H6O4S2 as an isolated structure in a non-equilibrium geometry (wB97M-V/def2-TZVPD, the OMol25 dataset).

Computed properties:
Multiplicity: 1
E_tot in Eh: -1215.17387
Gap between HOMO and LUMO in hartree: 0.39761
Highest occupied orbital energy in eV: -10.3136
ΔE to the lowest compared entry with this formula, charge and spin in kJ/mol: 0.0

Each line ends with the Mulliken charge.
Cartesian coordinates (Å):
C (0.007, -1.162, -0.180)  -0.623
C (-0.541, 0.253, -0.305)  -0.204
C (-1.914, 0.649, 0.217)  -0.997
O (0.926, 2.399, -0.451)  -0.481
O (2.422, -1.916, 0.618)  -0.576
O (2.272, -0.395, -1.311)  -0.556
O (1.678, 0.400, 0.946)  -0.263
S (0.535, 1.523, 0.602)  0.495
S (1.786, -0.859, -0.053)  1.098
H (-0.033, -1.528, 0.921)  0.303
H (-0.304, -1.996, -0.890)  0.390
H (-0.237, 0.610, -1.290)  0.442
H (-2.773, 0.289, -0.430)  0.305
H (-1.837, 1.732, 0.543)  0.308
H (-1.986, 0.001, 1.061)  0.359

***

> What is the ΔE to the lowest compared entry with this formula, charge and spin in the second record?

0.0 kJ/mol

***

What did the first record say?
# C3H6O4Rb

C3H6O4Rb as an isolated structure in a non-equilibrium geometry (wB97M-V/def2-TZVPD, the OMol25 dataset).

Computed properties:
Multiplicity: 2
E_tot in Eh: -442.88239
Gap between HOMO and LUMO (alpha / beta) in hartree: 0.26177 / 0.26110
Highest occupied orbital energy (alpha / beta) in eV: -8.2590 / -8.2365
ΔE to the lowest compared entry with this formula, charge and spin in kJ/mol: 0.0

Each line ends with the Mulliken charge.
Cartesian coordinates (Å):
O (0.531, 0.926, -2.965)  -0.711
C (-0.442, 0.579, -3.682)  0.719
O (-1.652, 0.764, -3.354)  -0.476
O (-0.331, -0.122, -4.735)  -0.503
Rb (2.654, -0.759, -1.210)  0.972
O (0.479, -0.258, 1.176)  -0.295
C (0.440, -1.097, 2.311)  -0.676
H (0.419, -2.139, 1.972)  0.235
H (-0.480, -0.904, 2.882)  0.318
H (1.340, -0.940, 2.922)  0.243
C (-0.553, 0.777, 1.134)  -0.744
H (-0.525, 1.259, 2.118)  0.354
H (-1.547, 0.324, 1.005)  0.304
H (-0.331, 1.590, 0.426)  0.259

***

> Which formula does entry 2 have?

C3H6O4S2

***

Copy entry 1 word for word.
# C3H6O4Rb

C3H6O4Rb as an isolated structure in a non-equilibrium geometry (wB97M-V/def2-TZVPD, the OMol25 dataset).

Computed properties:
Multiplicity: 2
E_tot in Eh: -442.88239
Gap between HOMO and LUMO (alpha / beta) in hartree: 0.26177 / 0.26110
Highest occupied orbital energy (alpha / beta) in eV: -8.2590 / -8.2365
ΔE to the lowest compared entry with this formula, charge and spin in kJ/mol: 0.0

Each line ends with the Mulliken charge.
Cartesian coordinates (Å):
O (0.531, 0.926, -2.965)  -0.711
C (-0.442, 0.579, -3.682)  0.719
O (-1.652, 0.764, -3.354)  -0.476
O (-0.331, -0.122, -4.735)  -0.503
Rb (2.654, -0.759, -1.210)  0.972
O (0.479, -0.258, 1.176)  -0.295
C (0.440, -1.097, 2.311)  -0.676
H (0.419, -2.139, 1.972)  0.235
H (-0.480, -0.904, 2.882)  0.318
H (1.340, -0.940, 2.922)  0.243
C (-0.553, 0.777, 1.134)  -0.744
H (-0.525, 1.259, 2.118)  0.354
H (-1.547, 0.324, 1.005)  0.304
H (-0.331, 1.590, 0.426)  0.259